Model 1:
Below is a single C11H12N2O2 molecule, with properties calculated with ωB97M-V/def2-TZVPD.

Each line ends with the natural charge from an NBO analysis.
CARTESIAN COORDINATES (ANGSTROEM)
C  0.292  -2.076  -0.403  -0.63
C  0.827  -0.620  -0.616  0.10
C  2.326  -0.543  -0.712  -0.63
C  -0.039  -0.029  -1.797  -0.08
O  -1.152  0.533  -1.165  -0.52
C  -0.572  1.241  -0.067  0.25
C  -1.454  1.499  1.143  0.00
C  -2.568  2.238  1.346  -0.24
C  -3.229  2.183  2.613  0.06
N  -2.781  1.448  3.645  -0.41
C  -1.629  0.753  3.456  0.07
C  -0.950  0.740  2.265  -0.18
C  0.209  -0.094  1.779  0.68
O  0.784  -0.897  2.402  -0.57
N  0.355  0.251  0.464  -0.46
H  0.578  -2.645  0.561  0.24
H  0.689  -2.659  -1.140  0.21
H  -0.755  -2.027  -0.262  0.22
H  2.762  -1.551  -0.531  0.23
H  2.721  0.106  0.084  0.23
H  2.613  0.003  -1.606  0.22
H  0.370  0.928  -2.158  0.17
H  -0.373  -0.734  -2.618  0.22
H  -0.046  2.146  -0.537  0.18
H  -3.040  2.848  0.549  0.22
H  -4.217  2.597  2.551  0.20
H  -1.244  0.110  4.335  0.22

Values from the calculation:
Net charge   0
Gap between HOMO and LUMO   9.84 eV
2S+1   1
SMILES string   CC1(C)CO[C@H]2c3ccncc3C(=O)N21
LUMO   0.3 eV

Model 2:
Below is a single C11H12N2O2 molecule, with properties calculated with ωB97M-V/def2-TZVPD.

Each line ends with the natural charge from an NBO analysis.
CARTESIAN COORDINATES (ANGSTROEM)
C  0.996  3.740  0.100  -0.35
C  0.814  3.385  -1.266  0.00
C  0.289  2.737  0.757  0.01
C  -1.271  -0.257  -0.608  -0.21
C  -0.649  0.685  0.335  0.25
C  0.928  -1.139  0.464  0.04
C  0.561  -0.021  1.273  -0.49
C  -1.212  -0.092  -1.983  0.21
C  -1.549  -1.537  0.075  -0.43
C  -0.233  -2.198  0.492  -0.43
C  2.138  -1.364  -0.319  0.32
N  0.136  2.254  -1.375  -0.30
N  -0.224  1.863  -0.103  -0.25
O  -1.485  -0.958  -3.013  -0.66
O  2.239  -2.124  -1.260  -0.52
H  1.380  4.581  0.518  0.22
H  1.199  4.012  -2.140  0.22
H  0.126  2.557  1.861  0.22
H  1.333  0.734  1.521  0.24
H  0.035  -0.254  2.188  0.22
H  -0.812  0.835  -2.415  0.24
H  -2.028  -1.275  1.009  0.22
H  -2.122  -2.070  -0.730  0.21
H  -0.028  -2.999  -0.099  0.23
H  -0.318  -2.566  1.526  0.21
H  3.141  -0.892  0.094  0.11
H  -1.755  -1.847  -2.766  0.48

Values from the calculation:
Net charge   0
Gap between HOMO and LUMO (alpha / beta)   7.57 / 6.42 eV
2S+1   1
LUMO (alpha / beta)   -0.7 / -1.0 eV

Model 3:
Below is a single C11H12N2O2 molecule, with properties calculated with ωB97M-V/def2-TZVPD.

Each line ends with the natural charge from an NBO analysis.
CARTESIAN COORDINATES (ANGSTROEM)
C  -3.512  0.138  0.086  -0.20
C  -2.795  0.608  1.185  -0.20
C  -2.856  -0.652  -0.791  -0.21
C  -1.438  0.408  1.297  -0.19
C  -1.475  -0.880  -0.702  -0.13
C  -0.775  -0.343  0.369  -0.13
C  1.958  1.310  1.266  -0.21
C  1.479  0.099  1.448  -0.28
C  1.522  1.841  -0.113  0.56
C  0.696  -0.583  0.412  0.51
C  2.398  -2.071  -0.212  -0.25
N  1.341  0.810  -0.940  -0.37
N  0.526  0.924  -2.097  -0.65
O  1.526  3.035  -0.406  -0.64
O  0.997  -1.748  -0.175  -0.49
H  -4.600  0.163  -0.098  0.22
H  -3.219  1.180  1.959  0.21
H  -3.436  -1.246  -1.419  0.21
H  -0.890  0.924  2.026  0.22
H  -1.005  -1.492  -1.416  0.23
H  2.584  1.983  2.010  0.25
H  1.626  -0.636  2.318  0.23
H  2.802  -1.323  -0.956  0.21
H  2.340  -3.159  -0.476  0.21
H  2.805  -1.845  0.677  0.18
H  0.293  1.898  -2.207  0.37
H  1.109  0.656  -3.042  0.36

Values from the calculation:
Net charge   0
Gap between HOMO and LUMO (alpha / beta)   8.63 / 8.63 eV
2S+1   1
LUMO (alpha / beta)   0.5 / 0.5 eV

Model 4:
Below is a single C11H12N2O2 molecule, with properties calculated with ωB97M-V/def2-TZVPD.

Each line ends with the natural charge from an NBO analysis.
CARTESIAN COORDINATES (ANGSTROEM)
C  0.167  1.409  3.227  -0.24
C  1.356  1.724  2.617  -0.17
C  -0.871  0.758  2.565  -0.13
C  1.510  1.399  1.267  -0.34
C  -0.708  0.340  1.280  -0.28
C  0.484  0.728  0.710  0.25
C  -1.680  -0.337  0.374  0.68
C  1.296  -1.356  -1.215  0.62
C  0.281  -0.196  -1.287  0.17
C  0.422  1.005  -2.174  -0.63
C  -1.899  -1.135  -1.903  -0.40
N  -1.109  -0.480  -0.898  -0.50
N  0.987  -2.525  -0.577  -0.83
O  -2.842  -0.530  0.683  -0.59
O  2.380  -1.265  -1.763  -0.59
H  -0.132  1.650  4.185  0.22
H  2.263  2.134  3.042  0.22
H  -1.828  0.636  3.179  0.23
H  2.470  1.707  0.874  0.24
H  -0.364  1.602  -2.034  0.22
H  0.435  0.598  -3.248  0.21
H  1.316  1.472  -1.980  0.23
H  -3.026  -1.022  -1.765  0.24
H  -1.684  -0.601  -2.889  0.19
H  -1.743  -2.118  -1.922  0.20
H  0.738  -2.417  0.375  0.39
H  1.782  -3.180  -0.726  0.40

Values from the calculation:
Net charge   0
Gap between HOMO and LUMO   9.41 eV
2S+1   1
LUMO   0.1 eV

Result of the stability comparison: model 1 is the most stable of them.

Model 1:
Below is a molecular structure, C2HCl2NS, with properties calculated with ωB97M-V/def2-TZVPD.

Each line ends with the natural charge from an NBO analysis.
CARTESIAN COORDINATES (ANGSTROEM)
C  -0.596  0.305  -1.028  0.16
C  0.392  0.500  -0.054  -0.19
N  -1.384  0.237  -1.876  -0.21
S  0.043  -1.055  1.647  -0.15
Cl  1.895  0.028  -0.690  0.12
Cl  0.474  2.072  0.670  0.12
H  -0.825  -2.086  1.332  0.15

Values from the calculation:
Net charge   0
Gap between HOMO and LUMO   8.19 eV
2S+1   1
LUMO   -1.8 eV

Model 2:
Below is 2 unconnected molecules or ions with the total composition C2HCl2NS, with properties calculated with ωB97M-V/def2-TZVPD.

Each line ends with the natural charge from an NBO analysis.
CARTESIAN COORDINATES (ANGSTROEM)
C  0.157  -4.079  0.834  0.13
C  1.268  -3.281  0.843  -0.11
N  -0.839  -4.646  0.972  -0.21
S  -0.327  0.738  1.054  -0.15
Cl  2.761  -3.550  1.717  0.11
Cl  1.190  -1.822  -0.146  0.10
H  -1.570  0.047  1.419  0.13

Values from the calculation:
Net charge   0
Gap between HOMO and LUMO (alpha / beta)   8.14 / 7.05 eV
2S+1   1
LUMO (alpha / beta)   -2.0 / -2.4 eV

Result of the stability comparison: model 1 is the most stable of them.

Model 1:
Below is a single C9H19N5O3 molecule, with properties calculated with ωB97M-V/def2-TZVPD.

Each line ends with the natural charge from an NBO analysis.
CARTESIAN COORDINATES (ANGSTROEM)
H  -3.071  0.637  0.654  0.34
N  -2.543  -0.147  0.295  -0.87
C  -1.642  -0.610  1.076  0.59
N  -1.321  -0.073  2.220  -0.82
N  -1.192  -1.894  0.765  -0.62
C  0.024  -2.458  1.398  -0.21
C  1.404  -2.014  0.962  -0.40
C  1.572  -2.153  -0.695  -0.40
C  0.950  -1.095  -1.504  -0.15
N  1.601  -1.203  -2.855  -0.80
C  1.109  0.282  -0.883  0.68
O  2.154  0.766  -0.442  -0.69
N  -0.105  0.875  -0.770  -0.61
C  -0.268  2.398  -0.493  -0.15
C  -1.379  3.176  -1.161  -0.63
C  -0.263  2.451  1.105  0.82
O  -1.215  2.971  1.695  -0.61
O  0.859  1.954  1.676  -0.70
H  -0.787  -0.519  2.891  0.39
H  -1.875  0.773  2.505  0.42
H  -1.309  -1.912  -0.249  0.39
H  0.016  -2.133  2.418  0.18
H  -0.144  -3.605  1.376  0.20
H  2.149  -2.548  1.446  0.22
H  1.334  -0.957  1.159  0.20
H  2.613  -2.238  -0.813  0.22
H  1.223  -3.101  -0.990  0.22
H  -0.084  -1.231  -1.771  0.19
H  1.319  -0.570  -3.555  0.36
H  2.564  -0.962  -2.706  0.35
H  -0.864  0.378  -1.165  0.43
H  0.662  2.847  -0.897  0.23
H  -2.317  3.117  -0.652  0.23
H  -1.617  2.902  -2.151  0.23
H  -1.116  4.253  -0.982  0.23
H  1.561  1.644  1.094  0.53

Values from the calculation:
Net charge   0
Gap between HOMO and LUMO   9.37 eV
2S+1   1
SMILES string   [H]/N=C(\N)NCCC[C@H](N)C(=O)N[C@@H](C)C(=O)O
LUMO   0.7 eV

Model 2:
Below is a single C9H19N5O3 molecule, with properties calculated with ωB97M-V/def2-TZVPD.

Each line ends with the natural charge from an NBO analysis.
CARTESIAN COORDINATES (ANGSTROEM)
H  3.200  -2.258  -0.065  0.35
N  4.167  -2.049  -0.606  -0.68
C  4.128  -0.824  -0.428  0.57
N  5.486  -0.048  -0.290  -0.85
N  2.950  0.033  0.116  -0.69
C  1.985  -0.587  1.097  -0.27
C  1.366  0.614  1.716  -0.44
C  1.110  1.660  0.672  -0.40
C  0.327  1.091  -0.468  -0.16
N  0.001  2.247  -1.363  -0.93
C  -0.879  0.256  -0.140  0.70
O  -0.888  -0.612  0.806  -0.69
N  -1.965  0.530  -0.950  -0.59
C  -3.233  -0.175  -0.872  -0.23
C  -2.947  -1.484  -1.431  -0.63
C  -3.945  -0.387  0.417  0.78
O  -5.199  -0.455  0.396  -0.57
O  -3.204  -0.101  1.559  -0.72
H  5.342  0.965  -0.834  0.37
H  6.099  -0.664  -0.774  0.38
H  3.539  0.596  0.670  0.36
H  0.983  -1.167  0.537  0.24
H  2.689  -1.351  1.589  0.21
H  2.004  1.089  2.290  0.20
H  0.516  0.410  2.518  0.24
H  0.407  2.417  1.153  0.21
H  2.074  2.226  0.406  0.24
H  1.062  0.467  -1.236  0.27
H  -0.185  3.120  -0.772  0.39
H  0.567  2.262  -2.462  0.42
H  -1.935  1.418  -1.500  0.46
H  -3.856  0.104  -1.676  0.26
H  -2.264  -2.032  -0.691  0.22
H  -2.067  -1.313  -2.212  0.21
H  -3.533  -2.279  -2.116  0.26
H  -2.261  -0.643  1.351  0.51

Values from the calculation:
Net charge   0
Gap between HOMO and LUMO   9.83 eV
2S+1   1
SMILES string   [H]/N=C(/N)NCCC[C@H](N)C(=O)N[C@@H](C)C(=O)O
LUMO   0.1 eV

Result of the stability comparison: model 1 is the most stable of them.

Model 1:
Below is a gas-phase ion, C2H3BrO2P (charge -1), with properties calculated with ωB97M-V/def2-TZVPD.

Each line ends with the natural charge from an NBO analysis.
CARTESIAN COORDINATES (ANGSTROEM)
C  -0.117  -0.279  0.282  -0.38
C  0.204  0.104  -0.933  -0.57
P  0.869  -1.097  -2.123  2.03
O  0.246  -2.592  -1.984  -1.13
O  2.315  -0.896  -2.330  -1.12
Br  -0.198  -0.222  -3.910  -0.43
H  -0.469  0.407  1.044  0.17
H  -0.050  -1.319  0.548  0.21
H  0.162  1.132  -1.266  0.22

Values from the calculation:
Net charge   -1
Gap between HOMO and LUMO   8.64 eV
2S+1   1
SMILES string   C=C[P@](=O)([O-])Br
LUMO   3.6 eV

Model 2:
Below is a molecular structure, C2H3BrO2P, with properties calculated with ωB97M-V/def2-TZVPD.

Each line ends with the natural charge from an NBO analysis.
CARTESIAN COORDINATES (ANGSTROEM)
C  1.434  0.131  0.291  -0.35
C  0.310  0.632  -0.208  -0.62
O  -0.784  -1.809  1.394  -1.00
O  -1.420  -0.863  -1.585  -1.10
P  -1.122  -0.405  -0.241  1.82
Br  -2.584  1.179  0.485  -0.37
H  2.358  0.286  -0.105  0.17
H  1.338  -0.751  0.807  0.23
H  0.470  1.598  -0.838  0.21

Values from the calculation:
Net charge   -1
Gap between HOMO and LUMO   7.69 eV
2S+1   1
LUMO   3.4 eV

Result of the stability comparison: model 1 is the most stable of them.

Model 1:
Below is a gas-phase ion, C5H9N2O (charge +1), with properties calculated with ωB97M-V/def2-TZVPD.

Each line ends with the natural charge from an NBO analysis.
CARTESIAN COORDINATES (ANGSTROEM)
C  -0.146  1.136  -0.707  -0.06
C  1.033  0.590  -0.296  0.15
C  -1.519  -0.372  0.486  0.52
C  2.408  1.045  -0.652  -0.67
C  -2.537  -1.376  0.636  -0.76
N  0.867  -0.433  0.524  -0.01
N  -1.329  0.516  -0.475  -0.52
O  1.545  -0.676  1.629  -0.45
H  -0.088  1.704  -1.647  0.24
H  2.518  1.514  -1.596  0.26
H  3.007  1.732  0.082  0.27
H  3.009  0.147  -0.585  0.24
H  -2.494  -2.097  -0.298  0.28
H  -2.449  -1.910  1.566  0.28
H  -3.441  -0.892  0.584  0.27
H  -2.141  1.047  -0.891  0.45
H  1.759  -1.677  1.641  0.51

Values from the calculation:
Net charge   +1
Gap between HOMO and LUMO (alpha / beta)   7.84 / 7.60 eV
2S+1   1
LUMO (alpha / beta)   -5.3 / -5.3 eV

Model 2:
Below is a gas-phase ion, C5H9N2O (charge +1), with properties calculated with ωB97M-V/def2-TZVPD.

Each line ends with the natural charge from an NBO analysis.
CARTESIAN COORDINATES (ANGSTROEM)
C  1.268  -0.417  -1.104  -0.56
C  -0.287  -0.409  -0.138  0.01
C  -0.817  -1.815  -0.301  0.41
O  -1.782  -2.059  -0.959  -0.47
C  -0.035  0.120  1.281  -0.24
N  -0.829  1.342  1.301  -0.51
C  -1.462  1.507  0.168  0.39
N  -1.181  0.573  -0.702  -0.51
H  1.613  0.608  -1.122  0.22
H  1.025  -0.787  -2.089  0.23
H  1.938  -1.075  -0.575  0.23
H  -0.220  -2.584  0.214  0.14
H  -0.383  -0.575  2.052  0.24
H  1.018  0.343  1.469  0.24
H  -0.909  1.921  2.121  0.45
H  -2.128  2.335  -0.023  0.26
H  -1.629  0.427  -1.594  0.46

Values from the calculation:
Net charge   +1
Gap between HOMO and LUMO   10.43 eV
2S+1   1
SMILES string   C[C@@]1(C=O)CNC=[NH+]1
LUMO   -3.6 eV

Result of the stability comparison: model 2 is the most stable of them.

Model 1:
Below is 2 unconnected molecules or ions with the total composition C5H9N2O, with properties calculated with ωB97M-V/def2-TZVPD.

Each line ends with the natural charge from an NBO analysis.
CARTESIAN COORDINATES (ANGSTROEM)
C  1.259  -0.792  2.069  -0.29
C  1.088  0.282  1.225  -0.23
C  0.544  -1.851  1.564  0.15
C  0.307  -0.136  0.190  0.11
C  -0.151  0.500  -0.991  0.22
N  -0.352  1.901  -0.852  -0.82
N  -1.477  -0.068  -1.321  -0.69
O  -0.076  -1.448  0.416  -0.42
H  2.065  -0.658  2.811  0.26
H  1.757  1.040  1.389  0.24
H  0.191  -2.807  1.919  0.24
H  0.664  0.128  -2.491  0.08
H  -0.593  2.227  -1.781  0.39
H  0.445  2.232  -0.298  0.42
H  -2.143  -0.037  -0.415  0.44
H  -1.500  -1.000  -1.496  0.44
H  -2.028  0.487  -1.937  0.44

Values from the calculation:
Net charge   +1
Gap between HOMO and LUMO   8.60 eV
2S+1   1
LUMO   -4.2 eV

Model 2:
Below is a gas-phase ion, C5H9N2O (charge +1), with properties calculated with ωB97M-V/def2-TZVPD.

Each line ends with the natural charge from an NBO analysis.
CARTESIAN COORDINATES (ANGSTROEM)
C  -0.118  0.777  -0.443  0.10
C  0.630  1.281  0.899  -0.13
C  -1.699  -0.061  1.015  -0.44
C  0.203  -0.395  -1.048  -0.17
C  -0.435  -0.647  1.350  0.27
N  -1.473  0.676  -0.154  -0.31
N  1.388  -0.672  -2.019  -0.72
O  0.618  0.128  1.742  -0.42
H  1.601  1.780  0.942  0.23
H  -0.065  2.013  1.134  0.20
H  -2.617  -0.627  0.956  0.27
H  -1.929  0.578  1.890  0.32
H  -0.639  -0.944  -1.232  0.22
H  -0.370  -1.602  1.896  0.22
H  2.040  0.176  -2.173  0.47
H  0.982  -0.854  -2.935  0.44
H  1.885  -1.609  -1.822  0.46

Values from the calculation:
Net charge   +1
Gap between HOMO and LUMO (alpha / beta)   6.91 / 8.73 eV
2S+1   1
LUMO (alpha / beta)   -4.9 / -4.4 eV

Result of the stability comparison: model 1 is the most stable of them.